Record 1
Molecular formula: C21H32N4ORbS5Se
Method: DFT, wB97M-V/def2-TZVPD

Values from the calculation:
HOMO energy (eV): -10.61
Lowest unoccupied orbital energy (eV): -3.40
HOMO-LUMO gap (hartree): 0.265
Charge: +1

Atoms and positions in Å:
Rb: 0.4666 -0.7575 -0.3309
C: -0.8068 3.2480 -1.7410
C: -0.6626 3.8032 -0.3278
S: 0.3277 2.7531 0.7851
C: -0.6687 2.8678 2.3057
C: -0.5755 1.6138 3.1677
S: -1.2448 0.0992 2.4437
C: -3.0264 0.4129 2.4213
C: -3.7201 -0.6928 1.6211
S: -3.1775 -0.9408 -0.0946
C: -3.8587 0.5302 -0.9094
C: -2.9928 1.7790 -0.8771
S: -1.4956 1.5708 -1.8703
H: 0.1664 3.1832 -2.2290
H: -1.4221 3.9326 -2.3268
H: -1.6425 3.9347 0.1277
H: -0.2021 4.7893 -0.3892
H: -1.7014 3.0625 2.0134
H: -0.3227 3.7204 2.8907
H: -1.0553 1.8020 4.1295
H: 0.4677 1.3647 3.3665
H: -3.2438 1.3931 1.9986
H: -3.4065 0.3944 3.4441
H: -4.7972 -0.5230 1.6124
H: -3.5399 -1.6576 2.0978
H: -4.8240 0.7445 -0.4477
H: -4.0527 0.2328 -1.9409
H: -2.6860 2.0064 0.1416
H: -3.5580 2.6236 -1.2790
C: 4.9494 0.6157 -2.5767
S: 3.3142 -0.1095 -2.6343
C: 2.4008 1.4179 -2.8570
O: 3.0018 -0.5527 -1.2406
H: 4.9814 1.3771 -1.7980
H: 5.1865 1.0370 -3.5534
H: 5.6412 -0.1922 -2.3460
H: 2.6688 1.8815 -3.8059
H: 2.6196 2.0809 -2.0189
H: 1.3461 1.1397 -2.8684
Se: -1.5981 -0.8827 -4.5461
N: -2.0279 -2.5440 -4.9681
C: -1.4921 -3.3187 -4.0476
C: -1.5730 -4.7445 -3.9996
C: -0.9809 -5.3586 -2.9519
C: -0.3189 -4.5912 -1.9347
N: -0.2109 -3.2969 -1.9205
C: -0.7807 -2.6420 -2.9814
N: -0.7248 -1.3297 -3.0744
H: -2.0963 -5.2786 -4.7811
H: -1.0006 -6.4346 -2.8465
H: 0.1259 -5.1185 -1.0968
N: 1.5879 -2.5183 1.9381
C: 2.0673 -1.4212 2.6944
C: 1.6939 -1.2699 4.0289
C: 2.1692 -0.2040 4.7755
C: 3.0046 0.7456 4.1992
C: 3.3509 0.6131 2.8619
C: 2.8919 -0.4617 2.1109
H: 2.3063 -2.9046 1.3378
H: 1.2356 -3.2523 2.5371
H: 1.0447 -2.0063 4.4884
H: 1.8882 -0.1182 5.8175
H: 3.3833 1.5731 4.7836
H: 3.9991 1.3443 2.3956
H: 3.2004 -0.5656 1.0758


Record 2
Molecular formula: C6H17N2PS
Method: DFT, wB97M-V/def2-TZVPD

Values from the calculation:
HOMO energy (spin up / spin down) (eV): -8.67 / -8.67
Lowest unoccupied orbital energy (spin up / spin down) (eV): -0.28 / -0.28
HOMO-LUMO gap (spin up / spin down) (hartree): 0.309 / 0.309

Atoms and positions in Å:
C: -1.7773 -1.4456 2.7793
C: 1.9558 2.5812 -1.3028
C: -1.1132 -1.7166 1.4945
C: -1.8989 -1.1310 0.2223
C: -0.9535 -1.2160 -0.9098
C: 2.0422 1.4955 -0.2468
N: 1.4410 -0.4080 -3.1528
N: -0.1116 -0.1011 -0.8195
P: 1.6381 -0.1927 -0.8004
S: 2.3263 -1.6585 0.2583
H: -2.8253 -1.2315 2.6716
H: -1.5718 -2.3229 3.4594
H: -1.2601 -0.5348 3.1349
H: 0.8946 2.7319 -1.4374
H: 2.3679 3.5576 -1.0969
H: 2.3539 2.1909 -2.2647
H: 0.0403 -1.4333 1.3254
H: -1.1320 -2.8356 1.3121
H: -2.9351 -1.6241 0.0872
H: -2.2107 -0.1212 0.4564
H: -1.3689 -1.4088 -1.9592
H: -0.2259 -2.0859 -0.7104
H: 1.3830 1.6543 0.5946
H: 3.1563 1.5550 0.2693
H: 2.3351 -0.7412 -3.5617
H: 0.8612 -1.2125 -3.0983
H: -0.5782 0.7912 -0.7914


Record 3
Molecular formula: C4H8O2
Method: DFT, wB97M-V/def2-TZVPD

Values from the calculation:
HOMO energy (eV): -9.77
Lowest unoccupied orbital energy (eV): 0.95
SMILES: OCC1(O)CC1
HOMO-LUMO gap (hartree): 0.394

Atoms and positions in Å:
O: -1.1237 -1.3609 1.0687
C: 0.2310 -1.1822 0.6684
C: 0.2778 0.2617 0.2433
O: 0.1038 1.1115 1.3362
C: -0.5217 0.5712 -1.0175
C: 0.9665 0.8248 -0.9357
H: -1.5952 -0.8550 0.3850
H: 0.5149 -1.8739 -0.1369
H: 0.8591 -1.3835 1.5434
H: -0.5610 0.6603 1.8820
H: -1.1919 1.4241 -0.9770
H: -0.8448 -0.2373 -1.6745
H: 1.6090 0.1777 -1.5236
H: 1.2761 1.8614 -0.8617


Record 4
Molecular formula: C18H24AsBeN4SbSe
Method: DFT, wB97M-V/def2-TZVPD

Values from the calculation:
HOMO energy (eV): -14.24
Lowest unoccupied orbital energy (eV): -7.31
HOMO-LUMO gap (hartree): 0.255
Charge: +2

Atoms and positions in Å:
Be: -0.1478 0.2116 -0.1072
Se: 5.1160 5.2081 0.0350
N: 5.1314 3.4615 -0.2537
C: 3.8889 3.0730 -0.1517
C: 3.4712 1.6795 -0.3288
C: 4.3384 0.6211 -0.6171
C: 3.8144 -0.6437 -0.7580
C: 2.4468 -0.8425 -0.6164
N: 1.5991 0.1508 -0.3459
C: 2.1315 1.3941 -0.2022
C: 1.1555 2.4171 0.1192
N: -0.1088 1.9420 0.2261
C: -1.0739 2.8274 0.4991
C: -0.8191 4.1781 0.6810
C: 0.4750 4.6448 0.5757
C: 1.4993 3.7402 0.2847
C: 2.9148 4.0926 0.1456
N: 3.3654 5.3097 0.2833
H: 5.4002 0.8163 -0.7222
H: 4.4458 -1.4937 -0.9804
H: 2.0307 -1.8262 -0.7361
H: -2.0782 2.4573 0.5857
H: -1.6412 4.8448 0.9042
H: 0.7144 5.6931 0.7082
C: -3.3977 -1.6896 -0.8040
As: -2.5453 -0.0180 -0.3467
C: -3.3983 1.1123 -1.6708
C: -3.5103 0.3745 1.2929
H: -4.4684 -1.5190 -0.7197
H: -3.1127 -2.4938 -0.1297
H: -3.1624 -1.9586 -1.8296
H: -4.4697 0.9492 -1.6021
H: -3.0519 0.8156 -2.6577
H: -3.1821 2.1661 -1.5243
H: -4.5718 0.3116 1.0721
H: -3.2848 1.3550 1.6968
H: -3.2553 -0.3755 2.0387
C: 1.5701 -4.1129 0.5626
Sb: -0.2107 -2.9641 0.2910
C: -1.2090 -3.7161 2.0154
C: -0.9907 -4.2365 -1.2304
H: 1.2598 -5.1480 0.7037
H: 2.1227 -3.7833 1.4440
H: 2.2124 -4.0569 -0.3182
H: -1.1083 -4.8013 2.0182
H: -2.2660 -3.4527 2.0383
H: -0.7235 -3.3058 2.9014
H: -0.8020 -5.2640 -0.9192
H: -0.4578 -4.0405 -2.1612
H: -2.0558 -4.1045 -1.3896


Record 5
Molecular formula: C4H10N4
Method: DFT, wB97M-V/def2-TZVPD

Values from the calculation:
HOMO energy (eV): -8.73
Lowest unoccupied orbital energy (eV): 1.04
SMILES: [H]/N=C/NNC[C@H]1CN1
HOMO-LUMO gap (hartree): 0.359

Atoms and positions in Å:
H: -1.6904 3.1426 -0.9652
N: -1.2365 2.2445 -1.1602
C: -1.8772 1.1126 -0.7922
N: -1.2167 0.0167 -1.1047
N: -0.9157 -1.0365 -0.1239
C: -0.2956 -0.4258 1.1065
C: 1.2178 -0.1705 0.7611
C: 1.9807 -1.3218 0.2409
N: 1.7155 -0.2056 -0.6654
H: -3.0142 0.9304 -0.3345
H: -0.1060 0.4972 -1.2485
H: -1.8234 -1.4693 0.0504
H: -0.8062 0.5433 1.5512
H: -0.4601 -1.0600 1.9416
H: 1.6871 0.3616 1.5325
H: 2.8737 -1.5564 0.5241
H: 1.4694 -2.1102 -0.3918
H: 2.4977 0.5072 -0.9222


Record 6
Molecular formula: C3H8N3
Method: DFT, wB97M-V/def2-TZVPD

Values from the calculation:
HOMO energy (eV): -13.62
Lowest unoccupied orbital energy (eV): -4.33
HOMO-LUMO gap (hartree): 0.341
Charge: +1

Atoms and positions in Å:
C: -1.1267 1.0058 0.0696
C: -0.7087 -0.1505 0.5723
C: 1.0994 -0.5902 -0.2545
N: -1.3969 -1.0561 -0.1742
N: -1.5200 2.0541 -0.3638
N: 2.2503 -0.2336 0.3719
H: -0.6130 -0.0120 1.6647
H: -1.1172 -1.2158 -1.2477
H: 1.0375 -1.7283 -0.2050
H: 1.1333 -0.3256 -1.2799
H: -2.3908 -0.8416 -0.1047
H: -1.6601 3.0287 -0.7748
H: 2.4335 0.7259 0.4443
H: 2.5794 -0.6607 1.2819